Record 1
Density functional theory data (ωB97M-V with the def2-TZVPD basis set) for 3 unconnected molecules or ions with the total composition C17H15F8O7PS in a non-equilibrium geometry.

```
49
Properties=species:S:1:pos:R:3:forces:R:3
O -4.40613 -1.97460 -1.10021 -0.455 0.335 -0.405
C 0.70929 0.41479 -2.73341 0.068 -0.025 -0.022
H -2.94553 -3.23896 -2.01268 -0.563 -0.331 -0.748
H 6.13661 1.31002 -1.84118 0.004 -0.001 0.015
C -1.51492 0.69226 -1.82502 -0.089 -0.001 0.055
C 0.67289 1.72220 -3.19603 -0.019 0.002 -0.002
C 0.21487 -3.58311 4.40425 -0.020 -0.067 -0.053
C 4.41759 4.51794 -3.13872 -0.014 0.047 -0.035
H -2.42939 -1.76769 -0.29597 0.088 0.344 -0.080
H -3.19503 -3.55499 1.45831 -0.080 -0.037 0.322
C -3.37147 -2.28282 -0.20240 -0.055 -0.699 -0.201
O -0.94838 -1.62777 2.26708 0.166 -0.088 0.043
C 6.31414 3.03328 -3.10664 0.008 0.000 -0.006
H -4.83622 -2.87694 1.18444 -0.057 -0.032 0.306
H 1.57090 -0.22018 -2.88891 -0.009 -0.015 -0.003
S -1.52483 -3.46731 5.08630 -0.008 -0.524 0.581
H -2.35512 0.26832 -1.29225 -0.022 0.015 -0.017
H 3.85322 1.91114 -1.04684 -0.021 0.007 -0.006
C -0.39088 -0.07093 -2.05805 -0.003 0.017 0.004
F 0.80571 -2.39793 4.36564 -0.179 -0.494 -0.015
O -1.92600 -4.80522 5.31191 -0.124 -0.115 -0.235
O -2.46299 -2.94976 3.88299 0.447 0.184 0.162
P -2.21626 -1.63058 2.97005 0.018 0.201 -0.510
H 7.30762 2.77822 -3.44921 0.006 -0.003 -0.001
C 3.79095 3.68248 -2.23656 0.012 -0.043 0.008
C -3.76610 -3.21261 -1.30959 1.746 0.525 2.018
C 5.69358 4.18484 -3.57048 0.005 -0.032 0.012
F 2.55086 3.99570 -1.81047 -0.011 0.058 0.002
C -3.76990 -2.67093 1.18400 0.227 0.126 -0.618
H 6.20395 4.83004 -4.27295 -0.005 0.004 -0.012
F 0.20132 -4.15969 3.20658 0.104 0.236 0.385
C -0.44389 2.51599 -2.97443 -0.010 0.004 -0.009
C -1.53426 2.00013 -2.28856 0.060 0.001 -0.025
F -2.28029 1.16824 2.50845 0.003 0.049 -0.106
H -0.46237 3.53558 -3.33399 0.010 0.010 0.007
H -2.40543 2.61602 -2.11026 -0.014 -0.005 -0.002
H -4.18425 -4.11014 -0.87156 -0.625 -0.189 -0.825
O -1.50463 -2.51572 6.13430 0.037 0.378 -0.224
F -0.36957 -1.34804 -1.60781 -0.009 -0.003 -0.019
H 3.91152 5.40665 -3.49011 -0.008 0.005 0.019
C -2.04942 0.83342 3.77256 -0.079 -0.149 0.272
F -0.76452 0.99050 4.03546 0.087 0.044 -0.024
F 0.85029 -4.37589 5.27717 -0.144 0.385 -0.411
O -2.44221 -0.46398 4.02893 -0.147 0.076 -0.044
O -3.51389 -1.58414 2.10934 -0.348 -0.247 0.421
C 4.38392 2.53254 -1.75539 -0.009 -0.059 0.025
F -2.75683 1.61854 4.56550 0.012 0.073 0.007
C 5.65724 2.21003 -2.20238 0.003 0.023 -0.020
H 1.52426 2.12105 -3.73121 0.016 0.005 0.013
```
Positions in Å, forces in eV/Å.

HOMO-LUMO gap = 0.36330 Eh
maximum force = 2.719 eV/A
E = -2722.00796 hartree
structure (SMILES) = O=[P@](OC[C@H]1CO1)(OC(F)(F)F)OS(=O)(=O)C(F)(F)F.Fc1ccccc1.Fc1ccccc1
net charge = 0
E_HOMO = -9.31 eV

List of natural (NBO) charges in e, atom by atom: number 1, O, carries -0.46; number 2, C, carries -0.29; number 3, H, carries 0.20; number 4, H, carries 0.22; number 5, C, carries -0.25; number 6, C, carries -0.18; number 7, C, carries 0.76; number 8, C, carries -0.29; number 9, H, carries 0.21; number 10, H, carries 0.20; number 11, C, carries 0.02; number 12, O, carries -1.06; number 13, C, carries -0.23; number 14, H, carries 0.22; number 15, H, carries 0.23; number 16, S, carries 2.29; number 17, H, carries 0.22; number 18, H, carries 0.23; number 19, C, carries 0.38; number 20, F, carries -0.28; number 21, O, carries -0.88; number 22, O, carries -0.98; number 23, P, carries 2.56; number 24, H, carries 0.22; number 25, C, carries 0.40; number 26, C, carries -0.12; number 27, C, carries -0.19; number 28, F, carries -0.33; number 29, C, carries -0.10; number 30, H, carries 0.22; number 31, F, carries -0.29; number 32, C, carries -0.23; number 33, C, carries -0.20; number 34, F, carries -0.30; number 35, H, carries 0.22; number 36, H, carries 0.22; number 37, H, carries 0.18; number 38, O, carries -0.87; number 39, F, carries -0.34; number 40, H, carries 0.23; number 41, C, carries 1.18; number 42, F, carries -0.29; number 43, F, carries -0.30; number 44, O, carries -0.79; number 45, O, carries -0.80; number 46, C, carries -0.29; number 47, F, carries -0.29; number 48, C, carries -0.19; number 49, H, carries 0.22


Record 2
Density functional theory data (ωB97M-V with the def2-TZVPD basis set) for a molecular structure, C17H15FeNO10S in a non-equilibrium geometry.

```
45
Properties=species:S:1:pos:R:3:forces:R:3
C 1.30959 2.25701 -1.76038 -0.027 0.141 0.069
H -0.57094 6.29560 2.36008 0.012 -0.023 0.007
Fe -0.20392 0.13001 0.53953 -1.630 0.867 1.236
O -1.89965 -0.38215 -0.79116 0.094 0.015 0.172
H -1.90818 5.49862 -3.23250 0.029 -0.008 -0.001
C -0.11042 4.31798 -3.01515 -0.002 -0.032 0.000
C 0.42621 1.14568 3.27913 0.039 0.446 -0.024
H -0.41594 6.39215 -3.53132 -0.005 -0.024 -0.003
C -0.04302 4.77750 3.79724 -0.043 0.378 0.182
S -2.16076 -1.20268 0.44884 0.527 -0.009 -0.068
C 1.59048 3.58636 -1.44532 0.042 0.090 0.020
O 3.32204 1.09921 -1.40445 0.003 0.070 0.143
C 0.87561 4.60000 -2.07646 -0.027 0.047 0.109
O 0.39331 5.30182 5.99592 0.019 -0.050 0.165
C 0.07515 2.52336 2.98947 -0.015 -0.264 -0.037
O -0.56602 2.13569 0.73769 0.414 -0.245 -0.768
H 1.08307 5.63558 -1.81215 0.004 -0.043 -0.031
H 2.47953 3.39963 0.51329 -0.020 0.029 -0.052
H -0.83342 4.68333 0.48987 0.008 -0.003 -0.028
C 2.65728 3.92382 -0.43097 -0.100 -0.038 -0.020
C -0.36273 2.98649 -3.31964 -0.002 0.053 -0.026
H -0.80099 0.13359 -2.42167 0.105 0.042 -0.054
O -0.09523 6.90505 4.64811 -0.049 0.187 0.037
C 2.12188 1.15524 -1.11126 -0.097 -0.350 -0.275
O 0.67314 0.28518 2.46008 -0.126 -0.709 -0.436
N 0.09083 5.71630 4.88317 0.014 -0.330 -0.510
O -0.82543 -1.88216 0.68340 0.158 -0.110 -0.201
C -0.90570 5.42502 -3.66478 0.011 -0.038 0.029
H -0.32536 0.45145 -4.09811 0.018 0.019 -0.018
O -3.28116 -2.10931 0.35100 0.006 0.057 -0.021
C -0.40653 5.23648 2.50584 0.031 0.028 0.135
C -0.34043 2.93404 1.66281 -0.116 0.081 0.321
H 3.63694 3.60086 -0.78474 -0.011 0.001 -0.014
C 0.00231 0.51665 -3.05728 0.003 0.105 -0.038
H -1.02739 5.25050 -4.73668 0.006 0.003 0.014
O -2.24147 -0.20176 1.55284 0.263 0.028 -0.069
H 0.86168 -0.13961 -2.91710 -0.003 0.034 -0.017
C -0.55043 4.35877 1.48225 -0.004 -0.205 -0.011
H -1.12634 2.74305 -4.05578 0.031 0.001 0.038
H 0.46617 3.10330 5.01220 -0.024 0.010 -0.054
H 0.51247 0.89357 4.35366 0.128 0.066 -0.024
H 2.67377 4.99685 -0.22982 -0.007 -0.010 0.006
C 0.32945 1.94693 -2.70279 -0.054 -0.164 -0.069
O 1.50972 0.32680 -0.36659 0.373 -0.211 -0.032
C 0.18283 3.43520 4.01898 0.025 0.070 0.219
```
Positions in Å, forces in eV/Å.

HOMO-LUMO gap (spin up / spin down) = 0.26101 / 0.26127 Eh
maximum force = 2.222 eV/A
E = -3125.93463 hartree
net charge = -2
E_HOMO (spin up / spin down) = -2.68 / -2.69 eV

List of natural (NBO) charges in e, atom by atom: number 1, C, carries -0.06; number 2, H, carries 0.23; number 3, Fe, carries 1.29; number 4, O, carries -1.06; number 5, H, carries 0.21; number 6, C, carries -0.04; number 7, C, carries 0.45; number 8, H, carries 0.20; number 9, C, carries -0.11; number 10, S, carries 2.52; number 11, C, carries 0.00; number 12, O, carries -0.71; number 13, C, carries -0.25; number 14, O, carries -0.45; number 15, C, carries -0.33; number 16, O, carries -0.67; number 17, H, carries 0.18; number 18, H, carries 0.22; number 19, H, carries 0.23; number 20, C, carries -0.64; number 21, C, carries -0.23; number 22, H, carries 0.29; number 23, O, carries -0.45; number 24, C, carries 0.76; number 25, O, carries -0.55; number 26, N, carries 0.53; number 27, O, carries -1.05; number 28, C, carries -0.62; number 29, H, carries 0.18; number 30, O, carries -1.01; number 31, C, carries -0.16; number 32, C, carries 0.56; number 33, H, carries 0.24; number 34, C, carries -0.66; number 35, H, carries 0.20; number 36, O, carries -1.04; number 37, H, carries 0.22; number 38, C, carries -0.32; number 39, H, carries 0.19; number 40, H, carries 0.23; number 41, H, carries 0.11; number 42, H, carries 0.19; number 43, C, carries 0.02; number 44, O, carries -0.78; number 45, C, carries -0.09